ORCA calculation (wB97M-V/def2-TZVPD) on a single C2H3Cl2F molecule at a distorted geometry.

Results
DFT total energy in eV: -29883.3715
Frontier orbital gap in Ha: 0.428
SMILES: CC(F)(Cl)Cl

```
8
C2H3Cl2F | OMol25 | wB97M-V/def2-TZVPD
C 0.027 1.709 -0.543
C 0.087 0.162 0.117
H 0.170 1.769 -1.469
H -0.772 2.262 0.031
H 0.856 2.278 0.040
F -0.113 0.241 1.381
Cl 1.607 -0.590 -0.218
Cl -1.603 -0.569 -0.280
```

These are the natural (NBO) partial charges, in e, on atoms 1 to 6: -0.60 0.34 0.20 0.24 0.21 -0.32

***

ORCA calculation (wB97M-V/def2-TZVPD) on a single C3H4INOS molecule at a distorted geometry.

Results
DFT total energy in eV: -25646.4770
Frontier orbital gap in Ha: 0.321
SMILES: CC(=O)[C@@]1(I)NS1

```
11
C3H4INOS | OMol25 | wB97M-V/def2-TZVPD
C -0.714 0.023 -0.627
C -0.032 0.163 0.982
C 0.386 0.206 -1.686
N -0.520 -0.961 1.726
O -1.847 -0.299 -0.695
S 1.098 -1.244 1.064
I 0.126 2.030 2.006
H 0.806 1.201 -1.710
H -0.018 0.093 -2.605
H 1.235 -0.273 -1.258
H -0.521 -0.938 2.802
```

These are the natural (NBO) partial charges, in e, on atoms 1 to 6: 0.64 -0.26 -0.74 -0.70 -0.48 0.24

***

ORCA calculation (wB97M-V/def2-TZVPD) on a molecular structure, C40H38BrClGeN2O4Ru.

Results
DFT total energy in eV: -194928.6011
<S²>: 6.051
Net charge: -2
Frontier orbital gap (alpha / beta) in Ha: 0.151 / 0.196
Multiplicity: 5

```
88
C40H38BrClGeN2O4Ru | OMol25 | wB97M-V/def2-TZVPD
Ru 0.146 -1.849 -0.595
C -0.965 -1.061 0.927
Ge -0.720 0.232 2.314
C -0.338 -0.682 4.039
C 0.020 -2.026 4.092
C 0.245 -2.662 5.307
C 0.113 -1.959 6.497
C -0.244 -0.616 6.462
C -0.467 0.009 5.244
C 0.557 1.789 2.366
C 0.459 2.829 1.439
C 1.413 3.834 1.372
C 2.503 3.816 2.231
C 2.626 2.785 3.152
C 1.667 1.783 3.212
C -2.519 1.041 2.645
C -2.801 2.405 2.629
C -4.104 2.874 2.748
C -5.155 1.980 2.891
C -4.892 0.616 2.923
C -3.589 0.158 2.799
H 0.117 -2.572 3.159
H 0.524 -3.710 5.327
H 0.281 -2.452 7.448
H -0.349 -0.059 7.387
H -0.750 1.058 5.221
H -0.379 2.855 0.750
H 1.314 4.623 0.634
H 3.254 4.596 2.179
H 3.483 2.761 3.817
H 1.778 0.976 3.929
H -1.991 3.119 2.532
H -4.305 3.939 2.717
H -6.175 2.341 2.967
H -5.709 -0.089 3.030
H -3.385 -0.909 2.805
C -0.063 -4.803 0.866
O 0.396 -4.562 -0.455
H -1.094 -5.154 0.798
H -0.056 -3.891 1.469
H 0.544 -5.573 1.363
Br -5.256 0.881 -3.090
C -3.865 0.258 -1.930
C -2.794 1.091 -1.619
C -1.811 0.631 -0.774
C -1.861 -0.663 -0.147
C -2.983 -1.467 -0.522
C -3.953 -1.024 -1.394
H -2.738 2.089 -2.037
H -0.943 1.246 -0.575
H -3.081 -2.447 -0.071
H -4.801 -1.651 -1.641
C 5.085 -4.450 0.013
C 4.174 -3.266 -0.093
C 4.514 -1.911 -0.178
C 3.292 -1.245 -0.284
N 2.313 -2.164 -0.262
N 2.850 -3.400 -0.142
C 2.981 0.216 -0.393
H 6.122 -4.117 0.072
H 4.976 -5.101 -0.859
H 4.859 -5.048 0.899
H 5.504 -1.478 -0.163
H 1.349 -4.308 -0.384
H 3.755 0.734 -0.963
H 2.906 0.685 0.592
H 2.026 0.339 -0.904
C -1.645 2.847 -5.598
C -0.179 2.540 -5.495
C 0.788 3.515 -5.664
C 2.131 3.183 -5.575
Cl 3.339 4.429 -5.803
C 2.527 1.889 -5.308
C 1.566 0.902 -5.136
C 0.216 1.215 -5.233
O -0.795 0.327 -5.160
C -0.538 -1.017 -4.779
C -0.126 -1.213 -3.302
O -0.347 -2.366 -2.852
O 0.404 -0.266 -2.699
H -1.821 3.919 -5.684
H -2.167 2.460 -4.723
H -2.081 2.343 -6.463
H 0.498 4.540 -5.858
H 3.576 1.644 -5.217
H 1.886 -0.098 -4.879
H 0.231 -1.462 -5.422
H -1.472 -1.550 -4.933
```

These are the Löwdin partial charges, in e, on atoms 1 to 6: 1.17 -0.40 0.93 -0.27 -0.10 -0.10

***

ORCA calculation (wB97M-V/def2-TZVPD) on a single C20H24ClN3O4 molecule at a distorted geometry.

Results
DFT total energy in eV: -46312.0111
Frontier orbital gap in Ha: 0.300
SMILES: CCC(=O)N(CCN1CCOCC1)Cc1cc2cc3c(cc2nc1Cl)OCO3

```
52
C20H24ClN3O4 | OMol25 | wB97M-V/def2-TZVPD
C 1.376 3.774 -1.467
H 0.736 4.554 -1.061
H 1.971 4.192 -2.276
C 2.283 3.232 -0.362
C 1.435 2.802 0.821
O 0.742 3.620 1.401
N 1.483 1.508 1.232
C 2.146 0.416 0.551
H 2.194 -0.416 1.255
H 3.170 0.700 0.294
C 1.378 -0.037 -0.718
N 1.791 -1.254 -1.358
C 1.453 -2.521 -0.738
C 2.576 -3.099 0.135
O 3.794 -3.167 -0.576
C 4.180 -1.893 -1.042
C 3.106 -1.298 -1.964
H 3.394 -0.295 -2.284
H 3.033 -1.940 -2.851
H 5.113 -2.041 -1.588
H 4.368 -1.227 -0.185
H 2.338 -4.123 0.426
H 2.714 -2.496 1.045
H 0.541 -2.410 -0.152
H 1.261 -3.232 -1.551
H 0.323 -0.155 -0.454
H 1.442 0.756 -1.469
C 0.670 1.139 2.386
C -0.564 0.395 1.963
C -1.587 1.053 1.316
C -2.715 0.358 0.850
C -3.782 1.006 0.179
C -4.819 0.232 -0.235
C -4.850 -1.170 -0.017
C -3.846 -1.827 0.621
C -2.751 -1.050 1.071
N -1.752 -1.679 1.711
C -0.730 -0.994 2.131
Cl 0.475 -1.927 2.949
H -3.858 -2.888 0.795
O -6.002 -1.671 -0.539
C -6.704 -0.577 -1.088
O -5.953 0.601 -0.894
H -6.859 -0.743 -2.166
H -7.682 -0.479 -0.591
H -3.760 2.070 0.013
H -1.511 2.120 1.161
H 1.272 0.536 3.069
H 0.384 2.075 2.874
H 2.921 4.044 -0.005
H 2.918 2.439 -0.748
H 0.743 2.986 -1.871
```

These are the natural (NBO) partial charges, in e, on atoms 1 to 6: -0.60 0.23 0.21 -0.49 0.69 -0.65

***

ORCA calculation (wB97M-V/def2-TZVPD) on 2 unconnected molecules or ions with the total composition C3H11N3O2.

Results
DFT total energy in eV: -11855.4853
Frontier orbital gap in Ha: 0.384
SMILES: NC(=O)O.NCCN

```
19
C3H11N3O2 | OMol25 | wB97M-V/def2-TZVPD
N 1.994 2.499 -0.100
C 0.983 2.724 0.828
O -0.041 1.853 0.767
O 0.975 3.631 1.615
H 1.960 1.572 -0.505
H 2.897 2.782 0.238
H 0.009 1.299 -0.051
C -1.059 -0.762 -0.655
C -0.470 -1.717 0.363
N -1.554 -2.427 1.044
N 0.036 -0.007 -1.329
H -1.595 -1.363 -1.389
H -1.751 -0.061 -0.194
H 0.205 -2.410 -0.162
H 0.134 -1.184 1.098
H -1.201 -2.941 1.834
H -1.970 -3.115 0.424
H 0.752 -0.674 -1.594
H -0.304 0.302 -2.231
```

These are the natural (NBO) partial charges, in e, on atoms 1 to 6: -0.87 0.88 -0.72 -0.62 0.38 0.40

***

ORCA calculation (wB97M-V/def2-TZVPD) on a molecular structure, C7H16N2O2 at a distorted geometry.

Results
DFT total energy in eV: -14583.3156
Frontier orbital gap in Ha: 0.332

```
27
C7H16N2O2 | OMol25 | wB97M-V/def2-TZVPD
C -0.921 2.803 -0.871
C -1.957 2.184 0.202
C -1.616 0.794 0.841
C -0.571 -1.206 0.149
C 0.822 -0.728 -0.617
C 1.825 -1.907 -0.289
C 2.627 -1.669 0.990
H -0.927 1.999 -1.627
H 0.130 2.955 -0.388
H -1.335 3.921 -1.148
H -2.609 1.831 -0.605
H -2.419 3.095 0.618
H -0.601 0.834 1.185
H -2.208 0.639 2.110
H -1.093 -2.290 -0.127
H -0.100 -1.064 1.167
H 0.742 -0.462 -1.793
H 1.012 0.354 -0.123
H 2.463 -1.858 -1.337
H 1.189 -2.848 -0.389
H 2.213 -1.965 2.154
H 3.418 -2.525 0.787
H 3.482 0.030 0.239
N -1.451 -0.135 -0.279
N -2.599 -0.496 -0.941
O 3.202 -0.444 1.356
O -2.715 -1.840 -1.265
```

These are the natural (NBO) partial charges, in e, on atoms 1 to 6: -0.61 -0.46 -0.20 -0.31 -0.41 -0.48

***

ORCA calculation (wB97M-V/def2-TZVPD) on a gas-phase ion, C13H13N2 (charge +1) at a distorted geometry.

Results
DFT total energy in eV: -16664.7948
Net charge: +1
Frontier orbital gap in Ha: 0.296
SMILES: C=CC[C@]12CC=NC1=[NH+]c1ccccc12

```
28
C13H13N2 | OMol25 | wB97M-V/def2-TZVPD
C -1.434 2.368 -1.017
C -2.393 1.653 -1.722
C -0.530 1.734 -0.170
C -2.498 0.275 -1.596
C -0.630 0.368 -0.021
C -1.611 -0.347 -0.740
C 0.275 -2.256 2.375
C -0.591 -1.883 0.484
C 2.647 1.274 -1.046
C 2.390 0.485 -0.018
C 0.523 -0.788 2.188
C 0.226 -0.641 0.684
C 1.570 -0.759 -0.122
N -0.361 -2.838 1.415
N -1.550 -1.706 -0.382
H -1.388 3.440 -1.126
H -3.071 2.176 -2.378
H 0.213 2.300 0.368
H -3.241 -0.283 -2.142
H 0.568 -2.816 3.248
H 3.265 2.149 -0.946
H 2.266 1.069 -2.033
H 2.789 0.715 0.961
H -0.188 -0.216 2.790
H 1.526 -0.499 2.499
H 1.335 -0.956 -1.169
H 2.122 -1.613 0.280
H -2.230 -2.402 -0.664
```

These are the natural (NBO) partial charges, in e, on atoms 1 to 6: -0.18 -0.17 -0.17 -0.23 -0.05 0.18

***

ORCA calculation (wB97M-V/def2-TZVPD) on a single C13H14BrNOS2 molecule at a distorted geometry.

Results
DFT total energy in eV: -108956.6632
Frontier orbital gap in Ha: 0.281
SMILES: CCC[C@H]1SC(=S)N(c2ccc(Br)c(C)c2)C1=O

```
32
C13H14BrNOS2 | OMol25 | wB97M-V/def2-TZVPD
O -0.503 -2.820 0.904
S -3.250 1.218 1.498
Br -3.724 -1.377 -4.916
S -0.820 0.520 3.022
C -0.835 -1.813 1.477
C -1.712 0.405 1.493
C -3.262 -1.978 -2.292
C -2.908 -1.842 -0.916
C -1.639 0.090 -1.528
C -2.798 -1.134 -3.319
C -2.053 -0.882 -0.593
C -1.798 -0.159 -2.901
N -1.487 -0.809 0.760
C -0.850 0.503 -3.910
C 2.058 0.058 1.251
C -0.279 -1.265 2.909
C 2.321 -1.218 2.071
C 1.228 -1.357 3.203
H -3.856 -2.864 -2.536
H -3.246 -2.420 -0.046
H -0.961 0.844 -1.326
H 0.046 0.838 -3.431
H -1.281 1.364 -4.396
H -0.575 -0.178 -4.688
H 2.781 0.227 0.425
H 2.162 0.993 1.819
H 1.068 -0.062 0.791
H -0.768 -1.730 3.786
H 3.403 -1.187 2.416
H 2.276 -1.945 1.312
H 1.426 -0.482 3.818
H 1.368 -2.323 3.632
```

These are the natural (NBO) partial charges, in e, on atoms 1 to 6: -0.55 -0.07 0.11 0.33 0.70 -0.07